Entry 1:
A 7-piece molecular cluster, C16H43BrN3O8P2 overall. Source: the OMol25 dataset; level of theory: wB97M-V/def2-TZVPD.

The geometry in ORCA input format:
```
! wB97M-V def2-TZVPD RIJCOSX def2/J DEFGRID3
* xyz 1 1
N -3.697 0.293 -2.669
C -4.257 1.431 -2.097
C -5.614 1.735 -2.221
N -6.098 2.861 -1.724
P -7.802 3.326 -2.000
O -7.975 3.985 -3.288
N -5.392 3.764 -1.049
C -4.115 3.499 -0.902
C -3.478 2.361 -1.409
P -1.644 2.004 -1.207
O -1.131 2.892 -2.473
Br -1.189 3.392 0.406
H -4.302 -0.147 -3.349
H -3.375 -0.394 -1.998
H -6.299 1.084 -2.748
H -8.039 4.062 -0.839
H -8.393 2.066 -1.867
H -3.546 4.234 -0.350
H -0.942 2.301 -3.220
C 2.216 5.589 -4.095
C 2.047 4.237 -3.428
O 2.730 3.199 -4.124
H 1.861 5.551 -5.125
H 1.661 6.362 -3.562
H 3.268 5.880 -4.117
H 0.999 3.944 -3.420
H 2.391 4.277 -2.389
H 3.668 3.415 -4.141
C -1.755 5.387 4.053
C -0.603 4.426 4.277
O 0.389 4.526 3.246
H -2.226 5.198 3.087
H -2.507 5.281 4.835
H -1.404 6.421 4.056
H -0.959 3.397 4.261
H -0.138 4.606 5.250
H 0.724 5.428 3.258
C 2.446 0.676 2.750
C 1.261 1.013 1.871
O 0.153 1.538 2.603
H 2.160 -0.051 3.510
H 3.251 0.255 2.153
H 2.812 1.568 3.264
H 0.892 0.117 1.371
H 1.560 1.733 1.098
H 0.461 2.346 3.032
C 3.240 -4.141 0.507
C 2.692 -2.730 0.446
O 3.642 -1.762 0.900
H 3.548 -4.388 1.523
H 2.492 -4.864 0.181
H 4.119 -4.242 -0.135
H 1.826 -2.627 1.099
H 2.378 -2.495 -0.574
H 4.419 -1.823 0.334
C 0.793 -6.367 -2.684
C 0.247 -4.955 -2.788
O 1.208 -3.974 -2.401
H 1.126 -6.572 -1.666
H 0.035 -7.101 -2.958
H 1.649 -6.498 -3.349
H -0.598 -4.823 -2.112
H -0.100 -4.754 -3.807
H 1.968 -4.058 -2.986
C 3.572 -6.968 4.048
C 2.250 -6.633 3.385
O 2.024 -7.412 2.212
H 4.394 -6.820 3.348
H 3.742 -6.343 4.925
H 3.590 -8.013 4.366
H 2.242 -5.594 3.057
H 1.421 -6.771 4.087
H 2.013 -8.339 2.469
*
```

The orbital gap is 6.46 eV. The calculation puts the lowest unoccupied orbital energy at -5.09 eV.

These are the Mulliken partial charges, in e, on atoms 1 to 5: N -0.5199; C 0.3254; C -0.2528; N 0.6103; P 0.3426



Entry 2:
A 10-piece molecular cluster, C6H29NO9 overall. Source: the OMol25 dataset; level of theory: wB97M-V/def2-TZVPD.

The geometry in ORCA input format:
```
! wB97M-V def2-TZVPD RIJCOSX def2/J DEFGRID3
* xyz 0 1
C -1.881 1.476 2.841
C -1.657 0.774 1.738
C -1.207 -0.621 1.761
C -0.802 -1.268 0.668
C -0.240 -2.661 0.678
C -0.594 -3.484 -0.566
N -0.171 -2.907 -1.830
H -1.812 1.069 3.841
H -2.210 2.512 2.821
H -1.767 1.234 0.757
H -1.187 -1.118 2.724
H -0.808 -0.782 -0.308
H 0.855 -2.589 0.747
H -0.507 -3.217 1.585
H -1.677 -3.635 -0.592
H -0.145 -4.465 -0.461
H -0.720 -2.083 -2.046
H 0.805 -2.654 -1.795
O 0.714 3.701 -0.205
H 0.888 3.633 0.755
H 1.411 3.123 -0.594
O 1.574 2.997 2.402
H 1.094 2.889 3.231
H 1.901 2.108 2.176
O 2.576 1.721 -0.749
H 2.174 1.056 -1.358
H 2.389 1.333 0.135
O 3.120 -1.329 -0.152
H 2.537 -1.249 -0.932
H 3.920 -0.853 -0.399
O -0.998 0.320 -2.541
H -1.813 -0.200 -2.436
H -1.126 1.125 -1.991
O -3.263 -1.057 -1.539
H -3.127 -1.943 -1.173
H -3.510 -0.496 -0.795
O -1.537 2.463 -0.903
H -1.997 3.152 -1.393
H -0.693 2.894 -0.591
O 1.597 -0.385 -2.364
H 1.880 -0.393 -3.289
H 0.634 -0.138 -2.468
O 1.953 0.307 1.710
H 2.400 -0.375 1.165
H 1.027 0.015 1.737
*
```

The orbital gap is 9.37 eV. For the relative energy (zero: lowest compared OMol25 entry of this formula, charge and spin), the calculation gives 1.466 eV. The calculation puts the lowest unoccupied orbital energy at 0.38 eV. Its SMILES is C=C/C=C/CCN.O.O.O.O.O.O.O.O.O.

These are the Mulliken partial charges, in e, on atoms 1 to 5: C -1.1800; C 0.4662; C -0.6589; C 0.1366; C -0.5019



Entry 3:
An isolated ion of composition C27H22BrO5 and charge -1 at a distorted geometry. Source: the OMol25 dataset; level of theory: wB97M-V/def2-TZVPD.

The geometry in ORCA input format:
```
! wB97M-V def2-TZVPD RIJCOSX def2/J DEFGRID3
* xyz -1 1
C 4.698 -4.368 1.221
C 4.027 -3.377 2.111
O 4.277 -2.095 1.499
C 3.659 -1.151 2.228
O 2.942 -1.442 3.174
C 4.046 0.251 1.767
C 2.785 1.196 1.887
C 1.716 0.931 2.754
C 0.611 1.794 2.859
C 0.567 2.939 2.042
Br -0.885 4.136 2.211
C 1.582 3.160 1.107
C 2.640 2.239 0.979
C 5.504 0.559 2.176
C 6.681 -0.235 1.561
C 7.669 0.144 0.552
O 7.945 1.234 0.024
C 8.396 -1.116 0.176
C 9.367 -1.352 -0.796
C 9.894 -2.664 -0.920
C 9.448 -3.705 -0.071
C 8.493 -3.431 0.934
C 7.964 -2.140 1.018
C 6.970 -1.597 1.983
O 6.508 -2.208 2.952
C 5.838 2.074 2.201
C 5.742 2.698 0.952
C 5.963 4.057 0.809
C 6.225 4.821 1.981
O 6.413 6.175 2.009
C 6.335 6.900 0.766
C 6.299 4.198 3.246
C 6.125 2.816 3.354
H 4.586 -5.338 1.707
H 4.169 -4.423 0.251
H 5.777 -4.145 1.070
H 2.950 -3.494 2.158
H 4.467 -3.365 3.104
H 4.334 0.278 0.707
H 1.711 0.039 3.389
H -0.172 1.587 3.592
H 1.554 4.051 0.498
H 3.332 2.371 0.164
H 5.363 0.153 3.203
H 9.701 -0.540 -1.445
H 10.644 -2.876 -1.680
H 9.835 -4.718 -0.203
H 8.175 -4.206 1.640
H 5.433 2.129 0.074
H 5.979 4.526 -0.170
H 6.547 7.930 1.050
H 7.077 6.546 0.041
H 5.339 6.838 0.319
H 6.507 4.786 4.142
H 6.184 2.292 4.326
*
```

The orbital gap is 6.48 eV. The calculation puts the lowest unoccupied orbital energy at 2.45 eV. Its SMILES is CCOC(=O)[C@@H](c1ccc(Br)cc1)[C@@H](C1=C([O-])c2ccccc2C1=O)c1ccc(OC)cc1.

These are the Mulliken partial charges, in e, on atoms 1 to 5: C -0.9622; C -0.4285; O -0.2271; C -0.1724; O -0.7150



Which of these has the lowest lowest unoccupied orbital energy?
C16H43BrN3O8P2



Among the records above, which one has the highest lowest unoccupied orbital energy?
C27H22BrO5



lowest unoccupied orbital energy of number 3 (C27H22BrO5)?
2.45 eV